28
Properties=species:S:1:pos:R:3 method="wB97M-V/def2-TZVPD" spin_multiplicity=5 s2=6.01 homo_energy_ev="-15.7418 / -15.0254" gap_ev="6.995 / 2.154" charge=+2
Fe 0.799 1.056 0.827
C -2.979 -0.785 4.021
O -2.616 0.356 3.290
H -4.046 -0.822 4.241
H -2.702 -1.699 3.496
H -2.450 -0.691 4.969
H -3.446 0.808 3.124
C -1.395 -2.434 -4.963
C -0.409 -2.068 -3.901
O -1.157 -1.557 -2.816
H -1.868 -1.508 -5.291
H -2.254 -3.035 -4.665
H -0.913 -2.962 -5.786
H 0.136 -1.264 -4.396
H 0.246 -2.872 -3.566
H -1.704 -2.307 -2.569
O 2.291 3.689 3.677
H 2.146 4.504 4.159
H 3.094 3.328 4.051
O 4.354 1.155 -1.069
H 5.056 0.526 -0.896
H 4.677 1.678 -1.802
O -0.659 4.219 -0.916
H -1.559 4.248 -1.240
H -0.251 5.009 -1.270
O 2.384 -1.896 2.891
H 3.030 -1.847 3.596
H 2.195 -2.830 2.803

13
Properties=species:S:1:pos:R:3 method="wB97M-V/def2-TZVPD" de_lowest_kj_mol=179.2 homo_energy_ev=-8.7595 gap_ev=9.360
C -0.132 -1.155 -0.581
C -0.258 1.271 -0.345
C 0.109 -0.047 0.349
N 0.377 -0.114 1.590
F 2.314 -0.078 -0.389
H -0.885 -0.741 -1.226
H 0.636 -1.186 -1.315
H -0.198 -2.114 -0.200
H -0.192 2.073 0.395
H -1.297 1.197 -0.646
H 0.357 1.621 -1.089
H 0.872 -0.993 1.864
H 0.771 0.632 2.103